No. 1
This record from OMol25 describes a structure of composition C40H58IrN7O4PSSeSi in a non-equilibrium geometry. The level of theory is ωB97M-V with the def2-TZVPD basis set.

CARTESIAN COORDINATES (ANGSTROEM)
C: 4.506 -0.746 -2.101
H: 0.964 0.469 -5.968
C: -2.538 -2.249 2.205
H: 0.052 -3.527 -0.453
C: -4.380 -6.346 -0.279
C: -2.533 -4.708 -0.777
Ir: -0.731 0.142 0.966
C: -0.975 -3.931 2.972
H: 3.850 3.936 3.000
O: 0.940 0.440 -0.230
H: -3.408 -1.669 1.930
H: -4.896 -6.459 0.676
H: -4.835 -0.609 0.310
H: -2.735 3.605 6.335
H: 4.824 2.827 -1.905
H: 2.218 4.600 2.906
O: 2.084 -1.002 -2.241
H: 1.363 -1.981 1.459
H: -1.560 6.266 1.389
H: 3.031 -1.231 0.209
C: -1.268 1.326 -4.512
H: 2.804 -3.829 2.296
C: 2.835 3.840 3.377
H: -3.289 -0.440 3.835
H: -0.314 -2.247 -1.609
C: -0.179 -4.979 3.436
H: -1.129 3.954 5.684
Si: 1.400 0.408 -1.764
C: -2.837 0.530 3.939
C: 3.089 1.381 2.997
Se: -2.292 -0.540 -0.952
H: 3.498 2.415 0.200
H: -0.722 6.401 -0.170
C: 2.238 0.367 2.666
C: -3.058 1.449 4.925
H: 4.496 -0.335 -3.111
C: -2.029 -3.419 -0.947
C: -4.256 -2.551 -0.472
H: 1.815 -5.715 3.541
C: -0.532 -1.065 -4.351
H: 2.467 -0.679 2.545
C: -2.162 3.737 5.422
H: -5.749 -4.017 -0.055
C: 1.515 3.739 -2.292
N: -1.907 1.007 3.064
C: -3.857 -4.947 -0.449
O: 0.064 0.583 -2.703
H: 3.984 3.210 -3.413
H: 2.515 -3.504 -2.678
H: -3.707 1.439 5.783
C: -2.901 -2.344 -0.778
P: -0.333 3.328 2.789
H: -1.859 -5.548 -0.912
C: -0.968 3.320 1.083
N: -1.192 4.457 0.376
H: -5.096 -6.589 -1.066
H: 4.155 4.451 -2.157
C: 1.059 2.164 2.727
C: -1.561 2.203 3.511
N: -1.455 2.273 0.431
C: 1.177 -4.913 3.196
C: 3.235 -2.099 -0.425
H: -5.430 -0.951 -1.302
H: 4.495 0.089 -1.400
C: 1.125 0.717 -4.917
H: 1.563 3.778 -3.380
C: 3.306 -1.661 -1.886
H: -0.314 -3.926 -2.126
H: -1.000 2.356 -4.267
H: -3.575 -7.077 -0.320
C: -0.577 -3.258 -1.304
H: -2.180 1.060 -3.973
N: -2.243 2.507 4.648
C: -4.705 -3.852 -0.304
C: -1.852 4.104 -0.766
N: -1.338 -1.897 1.877
H: -1.469 1.265 -5.582
H: 1.977 0.141 -4.556
H: 2.928 4.094 0.073
H: 5.430 -1.309 -1.959
C: -0.414 -2.846 2.297
H: 1.368 1.776 -4.847
H: -1.424 -1.310 -3.770
C: -0.133 0.388 -4.119
H: -2.575 4.573 4.861
H: 4.285 -3.464 -2.582
C: 2.675 2.926 -1.729
H: -0.612 -5.821 3.958
H: 4.181 -2.548 -0.115
C: -0.812 5.814 0.740
H: 0.568 3.281 -2.009
C: 0.955 -2.800 2.042
C: 1.741 -3.836 2.495
H: -2.448 2.106 -1.464
H: -6.167 -1.751 0.089
H: 2.440 -2.834 -0.288
C: -5.222 -1.406 -0.330
N: 0.978 0.862 2.506
H: 0.150 5.806 1.246
C: 3.396 -2.873 -2.804
H: 1.543 4.765 -1.913
C: 2.716 3.059 -0.209
H: 1.766 2.741 0.218
H: 2.832 3.989 4.456
O: 2.529 1.556 -2.097
H: -0.752 -1.239 -5.406
H: -2.133 4.831 -1.509
C: 3.993 3.386 -2.337
S: -2.695 -3.736 3.044
H: 4.146 1.392 3.200
C: -2.000 2.749 -0.728
H: 0.278 -1.728 -4.047
H: 3.443 -2.552 -3.846
N: 2.334 2.518 3.036

Output
HOMO level (alpha / beta)	-8.84 / -10.27	eV
total charge	+1
2S+1	5
lowest unoccupied orbital energy (alpha / beta)	-1.95 / -3.72	eV
orbital gap (alpha / beta)	0.2533 / 0.2407	Ha
expectation value of S²	6.018

---

No. 2
This record from OMol25 describes a structure of composition C40H58N4P2SSi2V in a non-equilibrium geometry. The level of theory is ωB97M-V with the def2-TZVPD basis set.

CARTESIAN COORDINATES (ANGSTROEM)
H: 4.714 -4.047 1.495
C: 4.458 -0.728 -2.946
H: 0.463 -4.438 1.780
C: -1.970 -2.398 -0.575
H: 3.089 4.504 3.263
H: -5.213 -1.665 3.373
H: -6.094 -6.528 2.189
H: 4.002 6.104 1.617
H: 2.975 -3.316 -1.703
H: -3.886 -6.779 1.064
C: 1.242 3.368 -3.988
H: -2.663 -0.029 0.340
H: -3.326 -0.023 4.234
N: 1.890 -0.262 -1.488
C: -2.715 4.074 2.172
C: 2.307 -1.744 0.859
C: 3.297 5.347 1.299
C: 5.753 2.211 1.536
C: -3.285 -1.113 4.178
H: 6.625 2.753 1.880
C: 1.477 3.423 0.488
H: 2.705 -3.512 -3.438
H: -3.858 -5.405 2.153
H: 4.625 0.292 -3.299
C: -5.815 -5.866 1.370
H: -4.318 -5.239 -0.865
N: -1.920 -3.676 -0.922
H: 5.244 1.493 3.497
C: 4.976 1.504 2.449
H: -1.888 -4.713 0.902
H: 3.268 0.241 2.719
H: -2.466 1.863 -0.979
C: -4.302 -5.779 1.222
H: 1.342 -3.145 -2.368
P: 2.097 -0.110 0.143
H: -6.278 -6.252 0.460
H: -0.586 3.974 2.266
C: 3.582 -2.297 0.993
H: -3.915 -2.680 2.827
H: 4.464 -1.704 0.784
C: -1.469 3.648 1.733
N: 0.104 2.056 -1.637
H: -1.580 2.499 -5.033
H: 2.144 0.342 -4.755
H: -4.315 -3.869 0.225
H: 4.036 1.545 -1.305
H: 1.656 -1.321 -5.090
H: -2.611 2.442 -3.604
C: 2.782 4.450 2.227
C: -1.362 2.830 0.610
Si: -0.323 3.155 -3.016
C: 3.865 0.804 2.011
H: -0.691 5.580 -2.948
H: 6.026 2.785 -0.513
H: -6.248 -4.883 1.575
H: 2.718 -5.416 1.987
C: -4.094 -0.789 1.773
C: -3.893 -4.868 0.070
H: -2.548 -2.832 1.263
S: -1.583 -1.252 -1.847
H: 1.744 4.240 -1.489
C: 5.418 2.230 0.191
H: 2.085 2.879 -3.494
V: 0.099 0.258 -1.422
H: -4.384 0.240 2.001
H: -1.953 -0.425 1.891
C: 3.536 0.809 0.651
C: 2.602 -4.388 1.666
C: -2.521 2.467 -0.080
C: 2.926 5.269 -0.037
H: -1.460 1.140 -3.930
H: 0.659 -0.314 -4.065
H: 1.490 4.424 -4.118
C: 1.701 -0.554 -4.313
H: 1.496 2.765 2.544
C: -3.862 3.697 1.489
C: -2.702 -0.734 1.163
C: 3.725 -3.619 1.392
C: 1.333 -3.836 1.545
C: -2.376 -4.789 -0.076
H: -1.616 -3.870 -1.863
H: 1.139 2.935 -4.986
H: -4.832 4.041 1.827
N: -2.325 -2.062 0.646
H: -3.607 -1.503 5.142
C: -1.607 2.224 -3.975
C: 1.877 3.482 1.825
C: 2.020 4.303 -0.446
H: -4.801 -1.160 1.025
H: -4.656 2.615 -0.189
C: 4.304 1.531 -0.255
H: -0.603 4.941 -1.310
C: -0.979 4.737 -2.313
H: 4.934 -1.408 -3.660
Si: 2.670 -1.140 -2.831
C: -3.765 2.893 0.359
H: 3.344 5.957 -0.759
H: -1.989 -5.697 -0.534
C: 2.400 -2.943 -2.555
P: 0.238 2.235 0.018
C: 0.503 0.570 0.514
H: 4.966 -0.853 -1.986
H: -2.238 -1.399 4.050
C: 1.185 -2.520 1.140
H: 0.203 -2.073 1.069
H: -2.787 4.713 3.043
C: -4.173 -1.634 3.047
H: -2.069 4.713 -2.259

Output
HOMO level (alpha / beta)	-13.91 / -14.04	eV
total charge	+2
2S+1	2
lowest unoccupied orbital energy (alpha / beta)	-6.23 / -5.52	eV
orbital gap (alpha / beta)	0.2825 / 0.3132	Ha
expectation value of S²	0.787